Formula: C23H29N6O6Sn
Source: the OMol25 dataset
Level of theory: ωB97M-V/def2-TZVPD

The HOMO-LUMO gap is 8.6 eV.

Geometry as ORCA input:
```
! wB97M-V def2-TZVPD RIJCOSX def2/J DEFGRID3
* xyz 1 1
Sn 0.175 -0.589 -1.195
C 1.768 -3.290 2.150
C 2.316 -1.938 2.404
O 1.565 -0.902 1.966
C 3.422 -1.473 3.041
C 3.334 -0.062 2.988
C 4.235 0.986 3.519
N 2.230 0.244 2.341
N 1.806 1.504 2.093
C 0.718 1.700 1.366
O -0.017 0.863 0.788
C 0.362 3.154 1.241
C -0.945 3.481 0.886
C -1.318 4.807 0.739
C -0.381 5.815 0.921
C 0.924 5.492 1.266
C 1.293 4.167 1.436
H 1.303 -3.342 1.166
H 2.569 -4.025 2.202
H 1.018 -3.541 2.900
H 4.205 -2.050 3.494
H 4.968 0.543 4.186
H 4.753 1.485 2.699
H 3.656 1.743 4.046
H -1.661 2.685 0.740
H -2.341 5.056 0.488
H -0.667 6.850 0.799
H 1.654 6.276 1.414
H 2.304 3.911 1.719
O -4.919 -2.796 -3.646
C -5.191 -2.201 -2.501
O -6.309 -2.012 -2.101
C -4.035 -1.734 -1.665
C -4.216 -1.174 -0.410
N -3.011 -0.816 0.048
N -2.044 -1.132 -0.826
C -2.654 -1.673 -1.879
C -1.784 -2.076 -3.040
O -2.286 -2.652 -3.990
O -0.559 -1.743 -2.889
H -3.941 -2.833 -3.826
H -5.122 -1.026 0.150
H -2.772 -0.413 0.942
C -2.309 5.022 -3.735
C -1.767 3.800 -4.457
N -0.769 3.068 -3.666
C 0.594 3.614 -3.688
C 0.982 4.359 -2.418
C -1.070 1.976 -2.961
C -2.490 1.516 -2.939
N -0.156 1.301 -2.295
H -3.142 5.446 -4.293
H -1.549 5.795 -3.634
H -2.663 4.764 -2.737
H -1.275 4.090 -5.387
H -2.568 3.122 -4.739
H 0.642 4.286 -4.544
H 1.295 2.802 -3.909
H 0.308 5.194 -2.237
H 1.991 4.756 -2.523
H 0.961 3.725 -1.533
H -3.173 2.352 -2.810
H -2.638 0.824 -2.121
H -2.738 1.008 -3.872
H 0.762 1.728 -2.373
*
```

Atomic partial charges in e from the Löwdin method, atoms 1 to 2: atom 1 (Sn): 1.356, atom 2 (C): 0.023